DFT (wB97M-V/def2-TZVPD) results for the ion C27H22ClN2O3 with charge -1.

```
! RIJCOSX wB97M-V def2-TZVPD def2/J DEFGRID3
* xyz -1 1
C 0.569 -2.967 4.970
C 0.511 -3.055 3.469
O 0.192 -1.699 3.014
C -0.384 -1.606 1.803
C -0.164 -0.192 1.228
N -0.969 -0.081 0.055
C -2.188 0.294 0.113
C -3.060 0.339 -1.053
C -4.316 0.978 -0.967
C -5.108 1.124 -2.098
C -4.654 0.607 -3.326
Cl -5.608 0.826 -4.727
C -3.430 -0.077 -3.413
C -2.643 -0.225 -2.272
O -0.949 -2.536 1.248
H 1.140 -3.805 5.368
H 1.033 -2.037 5.318
H -0.442 -3.035 5.387
H 1.489 -3.320 3.041
H -0.264 -3.732 3.095
H -0.616 0.471 2.000
H -2.637 0.642 1.059
H -4.635 1.370 0.005
H -6.062 1.643 -2.044
H -3.102 -0.471 -4.370
H -1.696 -0.764 -2.311
N 2.414 -4.648 -5.068
C 2.167 -3.843 -4.255
C 1.917 -2.847 -3.253
C 2.600 -1.617 -3.319
C 2.393 -0.660 -2.349
C 1.546 -0.901 -1.229
C 1.493 0.136 -0.274
C 1.327 0.035 1.135
C 1.667 1.247 2.043
C 1.498 2.630 1.513
C 0.722 2.961 0.387
C 0.804 4.242 -0.165
C 1.546 5.233 0.483
C 2.169 4.956 1.711
C 2.133 3.665 2.231
O 2.050 1.028 3.178
C 0.819 -2.127 -1.221
C 0.994 -3.068 -2.224
H 3.313 -1.430 -4.127
H 2.920 0.297 -2.395
H 1.819 1.106 -0.645
H 1.906 -0.816 1.520
H 0.078 2.201 -0.054
H 0.283 4.467 -1.097
H 1.606 6.239 0.068
H 2.691 5.739 2.267
H 2.597 3.432 3.194
H 0.095 -2.345 -0.449
H 0.427 -4.004 -2.197
*
```

The HOMO energy comes out at -2.338 eV. The calculation puts the energy at -1837.47688 hartree. The calculation puts the LUMO energy at 2.432 eV. As for the energy above the lowest of the compared OMol25 structures with the same formula, charge and spin: 0.000 eV. For the frontier orbital gap, the calculation gives 4.770 eV.